Formula: C36H76N4O4
Source: the Open Molecules 2025 dataset
Level of theory: ωB97M-V/def2-TZVPD

Output
Kohn-Sham gap ... 8.51 eV
Relative energy (zero: lowest compared OMol25 entry of this formula, charge and spin) ... 0.000 eV
2S+1 ... 1
E_HOMO ... -0.2941 hartree
Calculated total energy ... -1937.072905 a.u.

Last column: Mulliken charge in e.
Geometry (Å):
C (2.175, -3.201, 3.880)  -1.81
C (1.796, -2.609, 2.508)  1.62
C (2.911, -2.909, 1.543)  -2.10
C (0.515, -3.259, 1.988)  -1.06
C (-0.761, -2.752, 2.648)  -1.06
C (-0.826, -1.248, 2.483)  -0.76
C (0.378, -0.514, 3.066)  2.55
C (0.378, 0.927, 2.610)  -2.50
C (0.248, -0.555, 4.605)  -1.86
N (1.597, -1.173, 2.611)  0.71
O (2.763, -0.503, 3.055)  -0.52
H (1.349, -3.245, 4.589)  0.31
H (2.578, -4.216, 3.779)  0.47
H (2.994, -2.638, 4.331)  0.38
H (2.746, -2.415, 0.577)  0.40
H (3.845, -2.422, 1.843)  0.43
H (3.091, -3.970, 1.393)  0.41
H (0.414, -3.058, 0.917)  0.29
H (0.647, -4.337, 2.120)  0.51
H (-1.587, -3.268, 2.150)  0.45
H (-0.858, -3.009, 3.704)  0.32
H (-1.723, -0.874, 2.997)  0.02
H (-1.062, -0.948, 1.454)  0.32
H (-0.587, 1.369, 2.867)  -0.06
H (0.773, 1.063, 1.605)  0.69
H (1.056, 1.533, 3.229)  0.36
H (1.243, -0.403, 5.037)  0.40
H (-0.057, -1.520, 5.006)  0.31
H (-0.419, 0.220, 4.984)  0.38
H (2.929, 0.132, 2.351)  0.33
C (4.816, -5.606, -5.337)  -1.62
C (3.320, -5.966, -5.368)  1.42
C (2.855, -5.992, -6.831)  -1.92
C (3.196, -7.410, -4.882)  -1.15
C (3.141, -7.556, -3.360)  -0.72
C (1.923, -6.790, -2.855)  -1.22
C (2.052, -5.311, -3.222)  1.66
C (0.652, -4.701, -3.038)  -1.99
C (3.007, -4.591, -2.242)  -1.68
N (2.425, -5.125, -4.607)  0.25
O (2.470, -3.768, -4.972)  -0.46
H (5.045, -4.563, -5.582)  0.42
H (5.151, -5.645, -4.289)  0.36
H (5.415, -6.302, -5.914)  0.42
H (3.171, -5.101, -7.386)  0.36
H (3.297, -6.817, -7.399)  0.36
H (1.772, -6.060, -6.935)  0.43
H (2.254, -7.839, -5.235)  0.35
H (4.030, -8.018, -5.229)  0.50
H (3.129, -8.621, -3.117)  0.35
H (4.016, -7.151, -2.840)  0.37
H (1.823, -6.897, -1.776)  0.43
H (1.016, -7.171, -3.335)  0.37
H (0.686, -3.613, -3.089)  0.39
H (0.252, -4.977, -2.057)  0.35
H (-0.056, -5.076, -3.777)  0.47
H (2.872, -3.514, -2.273)  0.53
H (4.002, -5.013, -2.385)  0.34
H (2.741, -4.892, -1.223)  0.27
H (3.386, -3.493, -4.838)  0.34
C (-4.250, 1.693, 4.243)  -1.45
C (-4.550, 2.677, 3.099)  1.45
C (-4.976, 1.877, 1.866)  -1.89
C (-5.726, 3.561, 3.500)  -1.16
C (-5.341, 4.660, 4.461)  -0.79
C (-4.124, 5.469, 3.963)  -1.04
C (-2.916, 4.619, 3.571)  1.60
C (-1.970, 5.475, 2.739)  -2.12
C (-2.208, 4.164, 4.860)  -1.64
N (-3.433, 3.533, 2.746)  -0.04
O (-2.358, 2.708, 2.300)  0.77
H (-4.986, 0.883, 4.242)  0.51
H (-3.290, 1.190, 4.096)  -0.07
H (-4.264, 2.126, 5.241)  0.33
H (-5.266, 2.570, 1.074)  0.43
H (-4.177, 1.229, 1.508)  0.19
H (-5.846, 1.256, 2.083)  0.44
H (-6.148, 4.031, 2.601)  0.40
H (-6.554, 2.949, 3.867)  0.44
H (-6.124, 5.404, 4.648)  0.42
H (-5.205, 4.289, 5.486)  0.35
H (-3.894, 6.065, 4.853)  0.35
H (-4.474, 6.146, 3.183)  0.38
H (-2.367, 5.799, 1.775)  0.37
H (-1.078, 4.875, 2.542)  0.45
H (-1.734, 6.376, 3.305)  0.48
H (-2.918, 3.656, 5.503)  0.40
H (-1.847, 5.046, 5.392)  0.47
H (-1.357, 3.536, 4.597)  0.10
H (-2.019, 3.130, 1.505)  -0.02
C (0.119, 5.349, -0.777)  -1.79
C (1.033, 4.330, -1.447)  2.34
C (2.479, 4.799, -1.400)  -2.11
C (0.903, 3.012, -0.655)  -1.44
C (-0.471, 2.384, -0.793)  1.11
C (-0.639, 2.067, -2.280)  -1.83
C (-0.601, 3.328, -3.138)  1.90
C (-0.495, 2.836, -4.587)  -1.97
C (-1.853, 4.194, -3.044)  -1.77
N (0.690, 3.978, -2.835)  0.11
O (0.858, 5.135, -3.654)  -0.51
H (-0.215, 6.174, -1.423)  0.43
H (-0.850, 5.008, -0.415)  0.16
H (0.652, 5.880, 0.017)  0.38
H (2.813, 4.913, -0.369)  0.37
H (3.129, 4.059, -1.868)  0.44
H (2.546, 5.744, -1.937)  0.47
H (1.645, 2.269, -0.952)  0.40
H (1.124, 3.314, 0.378)  0.30
H (-0.557, 1.475, -0.191)  -0.39
H (-1.324, 2.969, -0.433)  -0.21
H (-1.579, 1.527, -2.433)  0.51
H (0.151, 1.381, -2.592)  0.41
H (-0.279, 3.612, -5.322)  0.46
H (-1.468, 2.438, -4.900)  0.40
H (0.222, 2.023, -4.697)  0.40
H (-1.826, 4.937, -2.257)  0.31
H (-2.783, 3.630, -3.059)  0.34
H (-1.872, 4.789, -3.965)  0.42
H (1.446, 4.838, -4.354)  0.36

***

Formula: C36H77NO17PS
Source: the Open Molecules 2025 dataset
Level of theory: ωB97M-V/def2-TZVPD

Output
Net charge ... +1
Kohn-Sham gap ... 7.31 eV
2S+1 ... 1
E_HOMO ... -0.3706 hartree
Calculated total energy ... -3490.865142 a.u.

Last column: Mulliken charge in e.
Geometry (Å):
C (1.245, 3.666, -3.568)  -1.19
C (0.519, 2.297, -3.485)  -0.35
C (-0.996, 2.517, -3.372)  1.77
C (-1.693, 1.411, -2.517)  -0.49
S (-1.774, 2.723, -5.023)  -0.11
P (-3.589, 4.050, -4.752)  0.42
N (-2.863, 5.432, -4.079)  -0.57
O (-4.417, 3.367, -3.552)  -0.38
H (0.599, 4.425, -4.026)  0.22
H (1.437, 3.991, -2.546)  0.32
H (2.181, 3.569, -4.112)  0.36
H (0.807, 1.630, -4.295)  0.51
H (0.812, 1.872, -2.525)  0.13
H (-1.142, 3.493, -2.900)  -1.06
H (-2.354, 0.829, -3.161)  0.48
H (-2.303, 1.900, -1.757)  0.14
H (-0.940, 0.757, -2.082)  -0.40
H (-2.208, 1.513, -5.424)  0.29
H (-1.912, 5.514, -4.444)  0.35
H (-2.731, 5.348, -3.068)  0.26
H (-3.996, 3.464, -2.683)  0.32
O (1.478, -0.310, -1.825)  -0.69
C (1.024, -1.519, -2.216)  1.56
O (-0.284, -1.696, -2.359)  -0.12
C (-0.869, -2.857, -3.018)  -0.57
C (-1.094, -4.030, -2.105)  -0.78
C (2.001, -2.649, -2.485)  -1.27
H (-0.270, -3.122, -3.890)  0.40
H (-1.831, -2.504, -3.390)  0.34
H (-0.166, -4.413, -1.695)  0.09
H (-1.578, -4.836, -2.651)  0.56
H (-1.721, -3.732, -1.260)  0.14
H (2.245, -3.230, -1.424)  0.25
H (2.923, -2.209, -2.872)  0.44
H (1.650, -3.355, -3.235)  0.30
O (1.018, -5.302, 0.095)  -0.55
C (1.168, -4.191, 0.517)  0.84
O (1.219, -3.160, -0.385)  -0.37
C (1.201, -1.762, -0.012)  0.78
C (2.571, -1.228, 0.328)  -1.45
C (1.392, -3.908, 1.980)  -1.28
H (0.483, -1.628, 0.797)  0.10
H (0.795, -1.151, -0.982)  -0.79
H (2.998, -1.753, 1.188)  0.47
H (2.511, -0.168, 0.563)  0.32
H (3.258, -1.363, -0.504)  0.30
H (2.450, -4.032, 2.207)  0.31
H (0.820, -4.634, 2.554)  0.35
H (1.067, -2.919, 2.292)  0.36
O (-1.358, -6.040, -4.167)  -0.60
C (-1.557, -5.790, -5.324)  0.89
O (-2.295, -4.699, -5.635)  -0.33
C (-2.428, -4.206, -6.971)  -0.42
C (-3.545, -4.902, -7.720)  -1.05
C (-1.078, -6.704, -6.423)  -1.21
H (-1.476, -4.262, -7.501)  0.39
H (-2.664, -3.147, -6.864)  0.32
H (-3.347, -5.968, -7.832)  0.27
H (-3.666, -4.469, -8.713)  0.38
H (-4.483, -4.802, -7.176)  0.31
H (-1.812, -7.497, -6.564)  0.31
H (-0.136, -7.144, -6.105)  0.28
H (-0.895, -6.205, -7.371)  0.38
O (-1.093, 0.478, 1.455)  -0.54
C (-1.945, -0.147, 2.034)  0.80
O (-2.324, -1.341, 1.537)  -0.22
C (-3.181, -2.242, 2.250)  -0.44
C (-4.643, -1.927, 2.019)  -1.11
C (-2.633, 0.441, 3.235)  -1.16
H (-2.924, -2.262, 3.310)  0.43
H (-2.952, -3.230, 1.853)  0.38
H (-4.902, -0.936, 2.392)  0.27
H (-5.274, -2.660, 2.522)  0.41
H (-4.868, -1.942, 0.952)  0.30
H (-3.448, 1.082, 2.894)  0.29
H (-1.912, 1.042, 3.779)  0.28
H (-3.018, -0.293, 3.937)  0.31
O (-1.953, 1.569, 5.617)  -0.67
C (-2.137, 2.748, 5.791)  0.86
O (-3.409, 3.187, 5.845)  -0.39
C (-3.757, 4.537, 6.169)  -0.46
C (-3.709, 5.397, 4.922)  -0.53
C (-1.000, 3.734, 5.833)  -0.12
H (-3.133, 4.928, 6.972)  0.35
H (-4.774, 4.494, 6.556)  0.33
H (-2.700, 5.437, 4.510)  -0.09
H (-4.033, 6.417, 5.132)  0.40
H (-4.359, 4.971, 4.156)  0.27
H (-0.738, 4.020, 4.813)  -0.01
H (-0.138, 3.248, 6.295)  -0.27
H (-1.217, 4.629, 6.411)  0.38
O (2.813, -6.115, -5.013)  -0.57
C (3.905, -5.917, -4.555)  0.84
O (4.421, -4.674, -4.631)  -0.35
C (5.615, -4.261, -3.961)  -0.34
C (6.853, -4.572, -4.775)  -1.16
C (4.742, -7.034, -3.983)  -1.04
H (5.663, -4.685, -2.957)  0.39
H (5.519, -3.182, -3.842)  0.33
H (6.973, -5.645, -4.928)  0.29
H (7.745, -4.195, -4.274)  0.37
H (6.782, -4.111, -5.760)  0.32
H (5.276, -7.526, -4.796)  0.27
H (4.073, -7.751, -3.514)  0.32
H (5.452, -6.714, -3.225)  0.35
O (1.623, 2.497, 6.697)  -0.68
C (2.170, 2.516, 7.769)  0.80
O (3.159, 3.401, 7.977)  -0.35
C (3.742, 3.641, 9.263)  -0.40
C (4.857, 2.662, 9.567)  -0.97
C (1.827, 1.514, 8.845)  -0.98
H (2.977, 3.651, 10.039)  0.36
H (4.146, 4.650, 9.209)  0.31
H (4.490, 1.637, 9.612)  0.27
H (5.325, 2.903, 10.522)  0.36
H (5.615, 2.700, 8.784)  0.30
H (2.399, 0.604, 8.673)  0.27
H (0.767, 1.285, 8.768)  0.28
H (2.006, 1.869, 9.857)  0.35
O (-0.642, 6.863, 3.592)  -0.51
C (-0.760, 6.678, 2.415)  0.85
O (-0.982, 5.412, 1.988)  -0.28
C (-1.322, 5.054, 0.654)  -0.73
C (-0.096, 4.869, -0.223)  0.22
C (-0.574, 7.780, 1.402)  -1.22
H (-2.032, 5.767, 0.225)  0.38
H (-1.848, 4.103, 0.748)  0.35
H (0.466, 5.799, -0.331)  0.35
H (-0.387, 4.525, -1.216)  -0.79
H (0.580, 4.136, 0.217)  0.40
H (0.488, 7.881, 1.183)  0.29
H (-0.935, 8.707, 1.840)  0.35
H (-1.124, 7.627, 0.475)  0.34

***

Formula: C36H78AlN2O9
Source: the Open Molecules 2025 dataset
Level of theory: ωB97M-V/def2-TZVPD

Output
Net charge ... -1
Kohn-Sham gap ... 6.08 eV
2S+1 ... 1
E_HOMO ... -0.1550 hartree
Calculated total energy ... -2447.381274 a.u.

Last column: Mulliken charge in e.
Geometry (Å):
C (3.989, -3.113, 4.115)  -0.58
C (3.706, -2.296, 3.076)  -0.34
C (2.901, -2.710, 1.880)  0.67
O (3.320, -2.764, 0.724)  -0.58
O (1.628, -3.071, 2.174)  -0.39
C (0.752, -1.984, 2.602)  -0.84
C (0.756, -0.794, 1.655)  0.16
C (1.548, 0.429, 2.170)  -0.85
C (0.584, 1.526, 2.678)  0.40
C (0.081, 2.363, 1.510)  -0.91
C (-1.024, 3.378, 1.861)  -0.87
Al (-2.456, 2.715, 3.161)  -1.21
C (-3.942, 4.083, 3.441)  -0.80
C (-5.310, 3.515, 3.856)  -1.08
C (-5.280, 2.483, 4.989)  0.18
C (-6.399, 1.420, 4.837)  -0.57
C (-7.035, 1.012, 6.180)  -0.51
C (-7.301, -0.492, 6.259)  -1.14
C (-8.230, -1.038, 5.155)  -0.42
C (-9.458, -0.161, 4.929)  -0.34
C (-10.561, -0.857, 4.142)  -0.69
O (-10.339, -0.656, 2.745)  -0.31
C (-11.523, -0.358, 2.049)  -0.78
C (-3.166, 0.916, 2.450)  -1.14
N (-4.477, 1.099, 1.781)  -0.11
C (-4.355, 1.778, 0.506)  -1.00
N (-1.596, 2.472, 4.867)  -0.12
C (-0.980, 3.709, 5.346)  -0.74
C (0.201, 3.455, 6.298)  -0.39
C (-0.151, 2.549, 7.474)  -1.22
H (4.350, -4.116, 3.904)  0.27
H (3.818, -2.844, 5.150)  0.27
H (4.055, -1.269, 3.125)  0.37
H (-0.237, -2.428, 2.629)  0.34
H (1.042, -1.705, 3.616)  0.40
H (-0.278, -0.475, 1.527)  -0.20
H (1.117, -1.085, 0.669)  0.35
H (2.101, 0.866, 1.335)  0.26
H (2.254, 0.143, 2.948)  0.41
H (1.081, 2.126, 3.440)  0.02
H (-0.236, 1.010, 3.177)  -0.07
H (0.958, 2.880, 1.100)  0.42
H (-0.285, 1.673, 0.743)  0.31
H (-1.533, 3.659, 0.930)  0.52
H (-0.552, 4.292, 2.238)  0.53
H (-4.097, 4.564, 2.464)  0.43
H (-3.617, 4.895, 4.098)  0.47
H (-5.919, 4.354, 4.225)  0.49
H (-5.862, 3.117, 3.009)  0.30
H (-5.450, 2.949, 5.961)  0.66
H (-4.343, 1.931, 5.036)  -0.54
H (-7.142, 1.740, 4.109)  0.24
H (-5.955, 0.508, 4.432)  0.14
H (-6.326, 1.234, 6.977)  0.47
H (-7.961, 1.559, 6.359)  0.21
H (-7.745, -0.765, 7.221)  0.44
H (-6.354, -1.030, 6.189)  0.36
H (-7.663, -1.102, 4.225)  0.19
H (-8.519, -2.051, 5.438)  0.46
H (-9.174, 0.722, 4.362)  0.04
H (-9.868, 0.150, 5.892)  0.41
H (-11.524, -0.404, 4.395)  0.43
H (-10.608, -1.929, 4.352)  0.30
H (-12.321, -1.064, 2.300)  0.31
H (-11.306, -0.392, 0.986)  0.24
H (-11.895, 0.644, 2.297)  0.32
H (-3.338, 0.288, 3.330)  0.31
H (-2.411, 0.474, 1.778)  0.80
H (-4.873, 0.181, 1.612)  0.27
H (-5.340, 2.157, 0.214)  0.35
H (-4.022, 1.129, -0.317)  0.33
H (-3.695, 2.639, 0.575)  0.26
H (-2.285, 2.238, 5.573)  0.39
H (-0.613, 4.302, 4.505)  0.26
H (-1.699, 4.344, 5.885)  0.38
H (0.535, 4.427, 6.680)  0.43
H (1.055, 3.051, 5.751)  0.20
H (0.745, 2.070, 7.867)  0.36
H (-0.838, 1.758, 7.182)  0.30
H (-0.611, 3.141, 8.266)  0.27
C (4.199, -2.579, -2.105)  -0.83
O (3.894, -2.397, -3.480)  -0.26
C (2.666, -2.960, -3.895)  -0.48
C (1.798, -1.984, -4.667)  -0.26
O (1.297, -0.876, -3.940)  -0.47
C (2.186, 0.119, -3.459)  -0.14
C (2.901, 0.941, -4.511)  -0.62
O (3.835, 0.174, -5.251)  -0.19
C (3.772, 0.325, -6.648)  -0.85
H (4.775, -3.499, -1.962)  0.33
H (4.810, -1.734, -1.784)  0.29
H (3.306, -2.604, -1.487)  0.36
H (2.100, -3.353, -3.045)  0.34
H (2.897, -3.801, -4.566)  0.35
H (0.906, -2.537, -4.976)  0.42
H (2.288, -1.663, -5.588)  0.04
H (2.892, -0.302, -2.741)  -0.02
H (1.553, 0.810, -2.896)  0.43
H (3.455, 1.735, -3.994)  0.31
H (2.166, 1.414, -5.170)  0.38
H (2.748, 0.459, -7.011)  0.43
H (4.168, -0.587, -7.096)  0.12
H (4.388, 1.173, -6.970)  0.30
C (10.832, -2.509, -9.766)  -0.81
O (9.945, -1.806, -8.925)  -0.29
C (9.232, -0.751, -9.546)  -0.56
C (7.740, -0.808, -9.284)  -0.13
O (7.044, -1.910, -9.841)  -0.47
C (7.288, -3.217, -9.345)  -0.30
C (6.867, -3.477, -7.912)  -0.42
O (7.647, -2.762, -6.975)  -0.36
C (6.900, -2.073, -5.989)  -0.35
H (11.830, -2.058, -9.739)  0.28
H (10.905, -3.532, -9.393)  0.24
H (10.474, -2.548, -10.799)  0.39
H (9.411, -0.737, -10.627)  0.34
H (9.605, 0.193, -9.129)  0.36
H (7.307, 0.071, -9.772)  0.42
H (7.520, -0.701, -8.220)  0.00
H (8.325, -3.512, -9.511)  0.08
H (6.679, -3.871, -9.974)  0.41
H (7.005, -4.548, -7.713)  0.40
H (5.802, -3.246, -7.799)  0.24
H (5.973, -1.664, -6.395)  -0.04
H (7.505, -1.241, -5.628)  0.33
H (6.670, -2.731, -5.146)  0.31